The molecule C3H8O5, computed with ωB97M-V/def2-TZVPD.

Cartesian coordinates (Å):
C  -1.705055  -0.921724  0.113611
C  -0.480668  -0.042451  -0.090319
C  0.361714  0.113519  1.162735
O  -1.059687  1.323233  -0.510198
O  -0.084990  2.329193  -0.591917
O  0.090974  -0.468361  -1.272653
O  1.568124  -0.225062  -1.371808
O  2.472564  -1.050666  -0.742788
H  -1.391428  -1.898713  0.470156
H  -2.371799  -0.443800  0.825649
H  -2.239887  -1.032675  -0.824714
H  0.907608  -0.798595  1.390868
H  -0.280140  0.321883  2.014508
H  1.026970  0.970367  1.061584
H  0.211831  2.320604  -1.516224
H  2.973871  -0.496751  -0.118491

Forces on atoms 1 to 2 (eV/Å):
-0.005 0.559 -0.184
-1.064 2.404 -0.249

The value obtained for the energy relative to the best compared isomer or geometry (same formula, charge and spin) is 149.2 kcal per mole. The HOMO energy comes out at -10.03 eV. Its total energy is -495.00501 Eh. The calculation puts the gap between HOMO and LUMO at 0.3912 Ha.



A structure of composition C29H59InN3O4S2, computed with ωB97M-V/def2-TZVPD.

Cartesian coordinates (Å):
O  7.675946  2.897698  0.160801
C  7.012485  1.745102  -0.363789
C  5.792202  2.110767  -1.197587
C  6.092832  3.044011  -2.386203
In  4.804138  4.835343  -2.629883
C  2.752823  4.086721  -3.177385
C  2.671776  2.557360  -3.123217
C  1.315895  2.018684  -2.650698
S  0.111776  2.346137  -3.991422
C  -1.327264  1.456401  -3.560995
S  -2.028775  0.488838  -4.676170
N  -1.958212  1.624767  -2.304519
C  -1.928574  2.970733  -1.712794
C  -2.674625  2.967474  -0.394386
O  -2.148263  2.008424  0.505702
C  -2.349601  0.716093  -0.022601
C  -1.689836  0.521792  -1.379368
H  8.540254  2.975098  -0.245670
H  6.723077  1.123355  0.492135
H  7.706499  1.155471  -0.976542
H  5.034186  2.522919  -0.518020
H  5.382010  1.160147  -1.565189
H  6.030100  2.474533  -3.321657
H  7.125557  3.405570  -2.321791
H  5.426168  5.807366  -3.996750
H  4.683968  5.801314  -1.146271
H  2.536980  4.435920  -4.191936
H  2.001442  4.519562  -2.505719
H  3.402672  2.124094  -2.432349
H  2.894314  2.123515  -4.104745
H  1.344674  0.937910  -2.490938
H  1.025153  2.518873  -1.731583
H  -2.449787  3.647725  -2.394914
H  -0.925967  3.364917  -1.571909
H  -2.580955  3.943023  0.083416
H  -3.739226  2.751112  -0.564073
H  -1.865062  0.020098  0.668288
H  -3.418284  0.456887  -0.050000
H  -0.613135  0.362106  -1.234382
H  -2.093697  -0.397567  -1.812218
C  1.303857  -4.749535  -0.394278
C  1.332269  -3.470551  -1.233454
C  0.259718  -3.497900  -2.331063
C  0.588847  -4.449805  -3.478286
C  1.964883  -4.145143  -4.065904
C  3.086348  -4.148545  -3.019770
N  2.667807  -3.252513  -1.887500
O  2.950387  -2.020178  -2.078578
C  3.394876  -5.571338  -2.542901
C  4.365578  -3.569851  -3.613536
C  1.084585  -2.294168  -0.299404
H  1.301197  -5.661892  -0.981644
H  2.156124  -4.777995  0.286056
H  0.391216  -4.747843  0.203006
H  0.151110  -2.485053  -2.731266
H  -0.694998  -3.764497  -1.868935
H  0.534824  -5.489413  -3.141708
H  -0.165884  -4.342947  -4.259432
H  2.221893  -4.869258  -4.844233
H  1.939492  -3.159076  -4.538663
H  3.972216  -5.551373  -1.617857
H  3.993977  -6.068672  -3.306332
H  2.510142  -6.181436  -2.385632
H  4.203243  -2.582349  -4.033862
H  4.712252  -4.239856  -4.402740
H  5.143566  -3.490745  -2.853636
H  1.886797  -2.182656  0.429974
H  0.147774  -2.461623  0.237525
H  1.005621  -1.366863  -0.859653
C  -4.668623  2.707194  4.096797
C  -3.700691  1.646819  4.629358
C  -3.220453  0.731647  3.499082
C  -4.288918  -0.249835  3.019397
C  -4.866080  -1.061493  4.176316
C  -5.402726  -0.187564  5.316600
N  -4.329596  0.794595  5.696442
O  -3.496287  0.339716  6.553916
C  -6.705207  0.509696  4.910644
C  -5.700114  -1.041054  6.544183
C  -2.519566  2.381090  5.250720
H  -5.465529  2.307818  3.478506
H  -5.115668  3.266634  4.920049
H  -4.101961  3.402740  3.477366
H  -2.352106  0.163724  3.848124
H  -2.889241  1.351934  2.663872
H  -5.085551  0.285626  2.494252
H  -3.849411  -0.929572  2.286603
H  -5.676777  -1.709990  3.831787
H  -4.084285  -1.711990  4.580511
H  -6.931223  1.332429  5.589814
H  -7.518032  -0.214830  4.971839
H  -6.697129  0.892566  3.894968
H  -4.834731  -1.621196  6.849413
H  -6.516412  -1.723319  6.299030
H  -6.006175  -0.417273  7.384661
H  -2.837941  2.971493  6.110413
H  -2.100197  3.051029  4.498746
H  -1.744757  1.694154  5.577626

Forces on atoms 1 to 2 (eV/Å):
0.058 -0.047 0.190
-0.008 -0.098 -0.108

The HOMO energy (spin up / spin down) comes out at -4.44 / -4.44 eV. Its total energy is -2591.91153 Eh. Its net charge is -1. The expectation value of S² is 2.008. As for the spin multiplicity: 3. The calculation puts the gap between HOMO and LUMO (spin up / spin down) at 0.2322 / 0.2320 Ha.



A structure of composition C4H9BO2Sr, computed with ωB97M-V/def2-TZVPD.

Cartesian coordinates (Å):
B  1.794104  -1.434456  0.220184
C  2.053927  0.165028  0.189042
C  0.827671  0.990032  -0.387999
O  -0.326808  0.172871  -0.719345
C  -1.320369  0.131291  0.302670
C  -2.592996  -0.728708  -0.022102
O  -1.272346  0.655334  1.421085
H  1.784553  -2.149964  -0.718277
H  1.579405  -1.915797  1.289407
H  2.931959  0.328986  -0.493633
H  2.388238  0.567397  1.177346
H  0.613064  1.897471  0.269567
H  1.223895  1.415544  -1.390370
H  -2.877788  -1.305560  0.886925
H  -3.422083  -0.125567  -0.448008
H  -2.299687  -1.497911  -0.781291
Sr  -1.084741  2.834009  -0.795200

Forces on atoms 1 to 2 (eV/Å):
-0.108 0.217 0.776
0.272 0.625 -0.208

The value obtained for the energy relative to the best compared isomer or geometry (same formula, charge and spin) is 0.0 kcal per mole. The HOMO energy comes out at -17.62 eV. Its total energy is -363.15805 Eh. Its net charge is +2. The calculation puts the gap between HOMO and LUMO at 0.2892 Ha.



A structure of composition C10H8CoN2O4S2, computed with ωB97M-V/def2-TZVPD.

Cartesian coordinates (Å):
Co  0.580589  -0.702345  -0.072423
O  3.580231  -2.758536  -1.058994
C  2.731717  -2.023718  -0.633750
O  1.922492  -1.266040  -1.236016
C  2.552098  -1.798212  1.005399
O  3.569498  -1.951248  1.580516
O  1.404200  -1.484726  1.432097
C  -2.030994  -2.920355  0.086983
C  -2.391261  -1.479143  0.122488
N  -1.459448  -0.598417  0.071352
C  -2.002803  0.711688  0.116003
C  -3.345443  0.716609  0.147418
S  -3.991070  -0.879341  0.177758
C  -1.031158  1.772264  -0.019483
C  -1.212557  3.088235  -0.180973
S  0.275649  3.882915  -0.273777
C  1.090244  2.383184  -0.165836
N  0.314161  1.375523  0.024530
C  2.577840  2.237463  -0.270424
H  -1.665220  -3.143849  -0.906128
H  -2.841812  -3.595272  0.329094
H  -1.228131  -3.140466  0.796312
H  -4.002435  1.546361  0.058580
H  -2.174168  3.575907  -0.208197
H  2.990164  3.007819  -0.839008
H  2.736763  1.281221  -0.776005
H  3.050860  2.162482  0.692475

Forces on atoms 1 to 2 (eV/Å):
-0.792 0.799 0.262
-0.046 0.081 -0.516

The HOMO energy (spin up / spin down) comes out at -7.45 / -7.39 eV. Its total energy is -2975.53856 Eh. The expectation value of S² is 3.758. As for the spin multiplicity: 4. The calculation puts the gap between HOMO and LUMO (spin up / spin down) at 0.2482 / 0.2436 Ha.